C71H71N7 | ωB97M-V/def2-TZVPD

Properties
- Total energy: -3131.2982 hartree
- Net charge: 0
- Molar mass: 1022.40 Da
- HOMO energy: -8.77 eV
- LUMO energy: 0.5540 eV

```
149
Properties=species:S:1:pos:R:3:forces:R:3:mulliken_charge:R:1
C -4.162509 3.291152 -2.468010 -0.65 -0.61 -0.01 -0.345
C -5.220457 3.479993 -3.348810 0.56 0.59 0.31 -0.518
C -5.952863 2.404435 -3.829838 -0.38 0.85 -0.22 -0.532
C -5.658730 1.138725 -3.392220 1.24 -0.70 0.13 -0.688
C -4.547116 0.921551 -2.554712 0.03 0.71 -0.33 -0.565
C -3.778921 1.999718 -2.091553 -1.16 0.38 -0.21 0.472
H -3.755717 4.181477 -2.023678 0.63 0.04 0.05 0.304
H -5.396946 4.527855 -3.597427 -0.47 -0.42 -0.27 0.349
H -6.759915 2.588836 -4.530778 0.00 -0.13 0.07 0.381
H -6.177354 0.277116 -3.790899 -0.18 0.03 0.12 0.377
H -4.268598 -0.089053 -2.326997 0.07 -0.32 0.33 0.543
H -2.991283 1.914373 -1.368859 0.43 -0.50 0.11 0.235
C 0.953492 -5.095909 -2.387029 0.77 -0.82 0.73 -0.671
C 1.370098 -3.802603 -2.094785 -0.57 0.11 -0.50 0.408
C 2.430278 -3.586382 -1.257602 0.60 -0.50 0.65 -0.069
C 3.082350 -4.666784 -0.666916 -0.61 -0.01 -1.23 -0.664
C 2.758287 -5.974304 -1.019473 -0.89 0.59 0.01 -0.623
C 1.654256 -6.213412 -1.845523 -0.17 1.72 -0.38 -0.601
H 0.087586 -5.230539 -3.007907 -0.22 -0.23 -0.18 0.409
H 0.869522 -2.923593 -2.499351 -0.18 -0.36 -0.11 -0.275
H 2.768318 -2.586495 -1.059023 0.03 0.33 0.22 0.692
H 3.872325 -4.469241 -0.004467 1.00 0.11 0.82 0.532
H 3.329561 -6.765307 -0.584286 0.13 -0.55 0.11 0.398
H 1.324780 -7.205389 -2.085739 -0.01 -0.34 -0.05 0.424
C 3.652627 3.737650 2.283520 0.30 -0.45 -0.94 -0.506
C 2.472749 3.039485 2.312801 -0.86 -0.71 0.90 0.197
C 2.172853 2.205822 3.387703 0.40 -0.26 0.47 0.228
C 3.121882 2.003502 4.392973 0.00 0.32 -0.48 -0.681
C 4.370882 2.626063 4.283039 -0.82 -0.41 0.07 -0.650
C 4.645134 3.463021 3.202475 -0.04 0.42 1.15 -0.620
H 3.797367 4.384018 1.434429 0.37 0.30 -0.02 0.333
H 1.712979 3.120499 1.566371 -0.21 0.39 -0.49 0.227
H 1.204006 1.715215 3.473700 0.14 0.05 -0.23 0.333
H 2.889515 1.377937 5.252722 0.11 0.08 -0.16 0.315
H 5.047757 2.453943 5.103009 0.50 0.14 -0.11 0.437
H 5.568405 4.020000 3.207480 0.23 -0.02 -0.22 0.406
C 4.074186 -2.152063 3.628730 -1.33 -0.06 0.43 -0.956
C 3.629377 -1.290558 2.637094 -0.60 0.13 -0.02 -0.506
C 2.378178 -1.457197 2.049036 0.74 -0.36 0.31 0.500
C 1.566299 -2.525410 2.425383 -0.74 1.24 -1.15 -0.149
C 1.973673 -3.376553 3.403068 1.55 -0.77 0.84 -0.590
C 3.207223 -3.183313 4.034766 0.52 0.39 -0.91 -0.666
H 4.974514 -1.913662 4.161362 0.44 -0.28 0.07 0.404
H 4.167002 -0.409034 2.338051 0.52 0.08 -0.02 0.329
H 2.144494 -0.752704 1.272232 -0.57 0.08 -0.20 0.335
H 0.599375 -2.627688 1.944420 0.00 -0.22 -0.04 0.417
H 1.495494 -4.307389 3.636636 -0.79 -0.04 0.11 0.504
H 3.521646 -3.921500 4.744377 0.18 -0.10 0.47 0.419
C -2.723617 -6.697368 1.882573 -1.01 0.40 0.21 -0.468
C -3.540325 -5.681846 1.376132 -0.69 -0.96 0.25 -0.379
C -2.991484 -4.538436 0.821562 0.07 -0.53 -0.16 -0.666
C -1.604787 -4.499164 0.677491 0.35 -0.19 -0.09 0.277
C -0.776994 -5.551650 1.166534 -0.58 1.64 -0.01 -0.197
C -1.359387 -6.573333 1.885888 -0.12 -0.01 -0.73 -0.752
H -3.132734 -7.607375 2.297736 -0.35 0.10 0.13 0.354
H -4.627908 -5.846521 1.394839 0.51 0.27 0.02 0.337
H -3.660674 -3.768139 0.423554 0.58 -0.09 0.19 0.381
H -1.233988 -3.621612 0.145409 0.42 -0.42 0.21 0.110
H 0.296111 -5.522722 1.056230 0.14 0.23 -0.12 0.493
H -0.820895 -7.348136 2.375575 0.78 -0.42 0.10 0.437
C 0.379982 2.915082 -3.543458 1.31 -0.99 0.59 -0.009
C 1.298251 3.216567 -2.554419 0.07 0.88 1.14 -0.487
C 1.083151 4.339364 -1.735201 0.36 -0.17 -0.32 -0.404
C 0.027945 5.205381 -1.963372 -0.44 -0.41 -0.70 -0.516
C -0.869709 4.883456 -3.023307 0.69 1.30 1.98 -0.711
C -0.692380 3.720152 -3.720956 -1.63 0.98 -0.92 -0.383
H 0.488866 2.039284 -4.143684 0.20 -0.52 -0.31 0.561
H 2.189632 2.666240 -2.282905 -0.10 -0.54 -0.54 0.409
H 1.806331 4.554217 -0.947546 -0.22 -0.06 -0.12 0.358
H -0.049945 6.073975 -1.306466 -0.33 -0.11 -0.45 0.389
H -1.695420 5.552069 -3.245679 0.01 -0.15 0.02 0.458
H -1.459817 3.517550 -4.453054 0.08 -0.36 -0.28 0.334
N -5.765387 1.650377 4.957618 1.14 1.07 1.34 -0.572
C -4.411610 1.746123 4.955165 -1.02 -0.53 -1.98 -0.916
C -3.733906 1.766091 3.713675 -0.63 0.57 1.52 0.216
C -4.440492 1.765779 2.530967 -1.00 -0.42 -0.74 -0.009
C -5.845556 1.768367 2.560615 0.48 -0.35 0.75 -0.875
C -6.450711 1.783412 3.839946 0.53 -0.99 -1.19 -0.277
H -3.886130 1.728631 5.909371 -0.20 -0.10 -0.21 0.428
H -2.677744 1.849246 3.711624 0.96 -0.10 -0.06 0.583
H -3.917344 1.686793 1.568913 -0.19 0.13 0.45 0.693
H -6.420283 1.576389 1.651039 0.08 0.55 0.31 0.386
H -7.525287 1.732348 3.966528 -0.10 0.09 -0.21 0.390
N -0.728933 3.515698 1.830734 -0.49 0.80 0.56 0.350
C -1.723635 3.761734 0.922528 1.70 0.37 2.85 -0.065
C -2.791840 4.538338 1.345829 -0.36 -0.55 -2.24 -1.021
C -2.886304 5.078761 2.600450 0.34 0.33 0.29 -0.284
C -1.832122 4.944301 3.485741 0.93 -1.09 -0.20 -0.922
C -0.767006 4.101213 3.068817 -1.22 -0.10 -1.81 -0.266
H -1.493938 3.340501 -0.046762 -0.63 0.10 -0.22 0.563
H -3.561626 4.736142 0.607299 -0.23 0.00 0.19 0.341
H -3.782753 5.631336 2.812115 -0.10 0.27 0.38 0.469
H -1.821533 5.408195 4.468341 -0.05 -0.13 -0.17 0.456
H 0.084278 3.835724 3.674673 0.03 0.26 0.34 0.371
N -2.189368 -1.231175 0.004215 0.53 -0.07 0.06 -0.151
C -1.909165 -0.472403 1.089642 0.23 -0.34 -1.39 -1.250
C -0.887903 0.480927 1.089430 -1.15 -0.99 0.51 0.281
C -0.111992 0.591717 -0.034647 0.13 1.07 -0.03 -1.039
C -0.377384 -0.165454 -1.135912 -0.88 -1.57 -0.59 0.741
C -1.412600 -1.118786 -1.092180 -0.11 1.26 1.59 -1.203
H -2.558568 -0.674643 1.927094 -0.03 0.28 0.30 0.749
H -0.780474 1.154295 1.911719 0.28 0.12 0.42 0.326
H 0.614816 1.381529 -0.084815 0.45 0.16 0.01 0.165
H 0.161314 -0.054329 -2.047848 0.54 0.14 -0.53 0.442
H -1.662644 -1.746186 -1.926544 0.03 -0.15 -0.33 0.943
N -1.182483 -1.714802 -4.308623 -0.24 -0.62 -0.19 0.007
C -1.527121 -0.455739 -4.566596 0.47 -0.56 -0.34 -0.073
C -1.443712 0.054163 -5.848528 -0.16 0.54 -0.69 -0.766
C -1.046580 -0.749431 -6.924022 0.23 -0.59 0.64 -0.360
C -0.782358 -2.120754 -6.676173 -0.18 1.66 1.08 -0.663
C -0.862658 -2.529001 -5.330924 -0.64 1.10 -0.63 -0.369
H -1.876951 0.145300 -3.730961 0.15 0.02 -0.06 0.494
H -1.714129 1.100914 -6.001723 0.12 -0.28 -0.10 0.391
H -0.930905 -0.293513 -7.910236 -0.13 -0.33 0.25 0.394
H -0.480366 -2.787342 -7.461334 -0.04 -0.25 -0.14 0.468
H -0.804073 -3.562146 -5.075791 0.51 -0.65 0.18 0.375
N -2.438386 -0.342027 7.188370 -0.52 -0.55 0.53 -0.581
C -2.632965 -1.266577 6.225831 -0.37 1.28 0.26 -0.513
C -1.754115 -1.398074 5.185512 -0.42 -1.28 -1.00 -0.330
C -0.616949 -0.619671 5.145602 0.75 -0.52 0.17 0.310
C -0.362690 0.269204 6.154060 -0.99 -0.13 1.22 -0.369
C -1.331690 0.361646 7.203810 1.14 0.78 -1.52 -0.373
H -3.599240 -1.764578 6.250379 0.29 -0.21 0.08 0.381
H -1.929389 -2.153731 4.398700 0.06 0.49 0.48 0.448
H 0.153311 -0.856164 4.431436 0.06 0.26 -0.51 0.389
H 0.569492 0.798943 6.166633 0.18 0.41 0.17 0.318
H -1.206272 1.138565 7.966936 -0.11 -0.49 -0.01 0.339
N 4.427181 1.150619 -0.423651 -0.10 0.88 0.86 0.018
C 4.199983 0.319012 -1.427672 0.33 -0.18 0.14 -0.108
C 5.157825 -0.586520 -1.876990 -1.49 -0.39 -0.42 -0.375
C 6.366121 -0.699430 -1.236545 -0.05 0.92 -0.24 -0.725
C 6.628205 0.247200 -0.262781 -0.39 1.15 0.95 -0.452
C 5.628442 1.180742 0.165019 0.40 -1.88 -1.13 -0.376
H 3.204460 0.352802 -1.877518 0.39 0.03 0.03 0.501
H 4.833759 -1.211929 -2.699056 0.34 -0.25 -0.05 0.421
H 7.105907 -1.410847 -1.566670 0.14 -0.07 0.10 0.466
H 7.620507 0.298223 0.144736 0.21 -0.03 0.44 0.428
H 5.752585 1.856508 1.019886 0.12 -0.18 -0.50 0.214
N 2.834262 0.293315 -4.258496 0.01 -0.97 -0.52 0.269
C 2.480760 -0.989502 -4.552596 0.79 1.51 -1.10 0.205
C 2.981586 -1.613877 -5.718353 0.15 0.40 0.59 -0.908
C 3.863682 -0.925097 -6.556708 -0.74 -0.32 1.31 -0.462
C 4.216387 0.357480 -6.217806 0.76 0.40 -0.55 -0.825
C 3.706190 0.920560 -5.064077 -0.87 -0.33 0.48 -0.304
H 1.758529 -1.390106 -3.848909 0.14 -0.47 -0.31 0.265
H 2.794263 -2.632802 -5.988488 -0.51 -0.44 0.25 0.529
H 4.306177 -1.428336 -7.387394 0.09 -0.15 -0.53 0.454
H 4.931711 0.870890 -6.862152 -0.23 0.17 0.36 0.400
H 3.947270 1.921573 -4.744495 0.22 0.22 -0.10 0.447
```
Forces are in eV/Å.